1.
Molecular formula: C4H7NO
Method: DFT, ωB97M-V/def2-TZVPD

Computed properties:
highest occupied orbital energy = -9.3 eV
Kohn-Sham gap = 0.373 hartree
structure (SMILES) = C=CN(C)C=O
electronic energy = -286.56952 hartree

Element x y z (Å)
1 C 1.571 -1.040 -0.023
2 C 0.281 -1.074 -0.045
3 N -0.492 0.071 -0.265
4 C 0.205 1.252 0.068
5 C -1.829 0.026 -0.042
6 O -2.504 -1.000 0.027
7 H 2.170 -2.007 0.044
8 H 2.106 -0.094 -0.151
9 H -0.302 -2.035 0.123
10 H 0.803 1.226 1.037
11 H 0.882 1.605 -0.761
12 H -0.515 2.107 0.069
13 H -2.376 0.963 -0.082

Here are the Mulliken charges for atoms 1 to 6, given in e:
1. C -0.656
2. C -0.053
3. N 0.101
4. C -1.153
5. C 0.169
6. O -0.546


2.
Molecular formula: C4H7NO
Method: DFT, ωB97M-V/def2-TZVPD

Computed properties:
highest occupied orbital energy = -9.5 eV
Kohn-Sham gap = 0.391 hartree
structure (SMILES) = O=CCN1CC1
electronic energy = -286.52956 hartree

Element x y z (Å)
1 O 1.876 -1.295 1.196
2 C 1.664 -0.475 0.335
3 C 0.714 0.618 0.635
4 N -0.134 0.692 -0.523
5 C -0.744 -0.618 -0.831
6 C -1.527 0.510 -0.290
7 H 2.178 -0.503 -0.646
8 H 1.263 1.548 0.745
9 H 0.261 0.356 1.609
10 H -0.663 -1.450 -0.073
11 H -0.811 -0.821 -1.905
12 H -2.157 1.045 -0.978
13 H -1.831 0.419 0.750

Here are the Mulliken charges for atoms 1 to 6, given in e:
1. O -0.480
2. C 0.035
3. C -0.421
4. N -0.356
5. C -0.382
6. C -0.385


3.
Molecular formula: C4H7NO
Method: DFT, ωB97M-V/def2-TZVPD

Computed properties:
highest occupied orbital energy = -8.2 eV
Kohn-Sham gap = 0.342 hartree
electronic energy = -286.45036 hartree

Element x y z (Å)
1 C -0.935 1.043 -1.348
2 C 0.578 0.326 1.255
3 C -0.343 -0.309 0.278
4 C 1.072 -0.718 0.279
5 N -2.023 0.775 -1.832
6 O 1.465 -1.985 0.707
7 H -0.142 1.759 -1.491
8 H 0.893 1.347 1.105
9 H 0.477 0.058 2.299
10 H -1.199 -0.911 0.508
11 H 1.729 -0.405 -0.522
12 H -2.408 1.321 -2.603
13 H 0.836 -2.300 1.366

Here are the Mulliken charges for atoms 1 to 6, given in e:
1. C -0.052
2. C -0.517
3. C -0.330
4. C -0.012
5. N -0.457
6. O -0.530


4.
Molecular formula: C4H7NO
Method: DFT, ωB97M-V/def2-TZVPD

Computed properties:
highest occupied orbital energy = -8.8 eV
Kohn-Sham gap = 0.361 hartree
electronic energy = -286.43903 hartree

Element x y z (Å)
1 O 1.789 0.781 0.428
2 C 0.838 0.288 -0.465
3 C 0.313 -1.151 -0.209
4 C -1.054 -0.553 0.200
5 N -1.001 0.318 1.285
6 C -0.585 0.828 -0.245
7 H 1.392 0.658 1.307
8 H 1.206 0.460 -1.477
9 H 0.834 -1.708 0.572
10 H 0.273 -1.749 -1.127
11 H -2.006 -0.990 -0.120
12 H -0.754 1.462 0.777
13 H -1.244 1.357 -0.925

Here are the Mulliken charges for atoms 1 to 6, given in e:
1. O -0.581
2. C -0.152
3. C -0.707
4. C -0.041
5. N -0.572
6. C -0.401


Record-wise energy relative to the best compared isomer or geometry (same formula, charge and spin) values, in kcal/mol: 39.0 64.1 113.8 120.9